Entry 1:
Computed, not measured: C5H10O as an isolated structure in a non-equilibrium geometry, with ωB97M-V/def2-TZVPD.

Atoms and positions in Å:
C  1.349  -0.895  -0.028
C  0.371  -0.017  0.651
C  0.397  1.455  0.267
C  -0.974  1.084  -0.326
C  -1.233  -0.450  -0.010
O  -1.317  -1.319  -1.098
H  1.135  -1.929  0.246
H  1.232  -0.798  -1.114
H  2.378  -0.661  0.241
H  0.280  -0.135  1.729
H  0.379  2.187  1.088
H  1.184  1.767  -0.437
H  -1.758  1.681  0.090
H  -0.915  1.096  -1.402
H  -1.580  -0.907  0.910
H  -0.912  -2.155  -0.815

Kohn-Sham gap = 8.9 eV
energy relative to the best compared isomer or geometry (same formula, charge and spin) = 274.8 kJ/mol
highest occupied orbital energy = -8.0 eV

---

Entry 2:
Computed, not measured: one molecule with the formula C13H19Cl2NO in a non-equilibrium geometry, with ωB97M-V/def2-TZVPD.

Atoms and positions in Å:
C  5.394  2.030  0.506
H  4.664  2.380  1.016
H  6.183  1.576  1.044
H  5.929  2.851  -0.022
C  4.847  0.961  -0.856
N  3.997  -0.059  -0.112
C  2.763  -0.424  -0.743
H  3.037  -0.839  -1.958
C  1.790  -1.051  -0.157
C  1.480  -0.312  1.163
H  2.287  0.348  1.643
H  0.821  -0.795  1.807
O  0.680  0.687  0.735
C  -0.618  0.807  0.542
C  -1.313  1.870  -0.018
C  -2.703  1.824  -0.119
C  -3.303  0.498  -0.165
C  -2.726  -0.555  0.257
C  -1.245  -0.371  0.470
H  -0.918  -1.358  0.952
Cl  -3.584  -2.006  0.132
Cl  -5.122  0.725  -0.512
H  -3.143  2.873  -0.492
H  -0.811  2.860  0.267
H  0.963  -1.111  -0.919
H  2.346  -2.005  0.250
H  2.390  0.462  -1.196
C  4.908  -0.945  0.189
C  5.257  -2.064  -0.804
H  4.535  -2.612  -1.275
H  5.832  -1.346  -1.754
H  6.018  -2.775  -0.653
H  4.346  -1.659  0.973
H  5.727  -0.835  0.710
H  4.140  1.671  -1.342
H  5.707  0.997  -1.283

Kohn-Sham gap = 8.8 eV
structure (SMILES) = CCN(CC)CCCOc1ccc(Cl)c(Cl)c1
energy relative to the best compared isomer or geometry (same formula, charge and spin) = 1057.4 kJ/mol
highest occupied orbital energy = -8.3 eV

---

Entry 3:
Computed, not measured: CF3NOS as an isolated structure in a non-equilibrium geometry, with ωB97M-V/def2-TZVPD.

Atoms and positions in Å:
C  0.215  0.078  -0.839
N  -1.173  0.205  2.511
O  0.333  -0.584  0.319
F  -0.671  -0.357  -1.537
F  -0.232  1.278  -0.665
F  1.827  0.164  -1.602
S  -0.298  -0.784  1.813

Kohn-Sham gap = 9.9 eV
energy relative to the best compared isomer or geometry (same formula, charge and spin) = 305.1 kJ/mol
highest occupied orbital energy = -11.5 eV

---

Entry 4:
Computed, not measured: an isolated ion of composition C12H8NO2 and charge -1 in a non-equilibrium geometry, with ωB97M-V/def2-TZVPD.

Atoms and positions in Å:
C  2.551  -1.606  -0.134
C  -2.677  1.214  0.854
C  3.479  -0.562  -0.187
C  -3.441  0.680  -0.183
C  1.198  -1.339  -0.123
C  -1.308  1.009  0.862
C  3.046  0.737  -0.259
C  -2.853  0.003  -1.216
C  0.728  -0.028  -0.136
C  -0.695  0.261  -0.122
C  1.664  1.022  -0.269
C  -1.437  -0.208  -1.277
N  1.118  2.235  -0.591
O  1.890  3.221  -0.723
O  -0.850  -0.698  -2.264
H  2.902  -2.629  -0.100
H  -3.154  1.766  1.658
H  4.539  -0.787  -0.192
H  -4.517  0.822  -0.173
H  0.481  -2.148  -0.085
H  -0.706  1.399  1.677
H  3.736  1.563  -0.350
H  -3.449  -0.404  -2.020

Kohn-Sham gap (alpha / beta) = 5.5 / 5.5 eV
structure (SMILES) = O=Nc1ccccc1-c1ccccc1[O-]
total charge = -1
energy relative to the best compared isomer or geometry (same formula, charge and spin) = 7.7 kJ/mol
highest occupied orbital energy (alpha / beta) = -3.0 / -3.0 eV

---

Entry 5:
Computed, not measured: a 2-piece molecular cluster, CHFI2S overall in a non-equilibrium geometry, with ωB97M-V/def2-TZVPD.

Atoms and positions in Å:
C  -0.624  -0.134  1.356
F  -0.352  0.429  2.515
S  -0.311  -1.704  1.246
I  4.451  -0.891  0.144
I  3.293  1.519  -0.139
H  -1.037  0.720  0.721

Kohn-Sham gap = 7.6 eV
structure (SMILES) = FC=S.II
energy relative to the best compared isomer or geometry (same formula, charge and spin) = 26.0 kJ/mol
highest occupied orbital energy = -9.5 eV

---

Entry 6:
Computed, not measured: C6H3EuN5O5 as an isolated structure in a non-equilibrium geometry, with ωB97M-V/def2-TZVPD.

Atoms and positions in Å:
O  2.214  -4.040  0.189
C  1.713  -3.074  -0.172
Eu  0.119  -0.013  -0.940
O  1.032  -2.641  -3.608
C  0.800  -1.840  -2.813
C  -0.759  0.974  -3.330
O  -1.149  1.391  -4.331
C  2.790  0.180  -1.767
O  3.892  0.288  -2.092
C  -1.502  -2.077  -1.690
O  -2.204  -2.940  -2.004
N  -0.531  3.264  2.716
N  -0.568  1.899  2.436
N  -1.302  1.112  3.267
C  -1.355  -0.016  2.550
N  -0.775  0.082  1.332
N  -0.309  1.369  1.251
H  0.330  3.631  2.335
H  -0.593  3.343  3.729
H  -1.842  -0.891  2.941

Kohn-Sham gap (alpha / beta) = 4.2 / 7.6 eV
spin multiplicity = 7
total charge = +3
energy relative to the best compared isomer or geometry (same formula, charge and spin) = 0.0 kJ/mol
highest occupied orbital energy (alpha / beta) = -20.8 / -20.8 eV
⟨S²⟩ = 12.015

---

Which value of energy relative to the best compared isomer or geometry (same formula, charge and spin) does entry 3 give? 305.1 kJ/mol

---

The lowest energy relative to the best compared isomer or geometry (same formula, charge and spin) belongs to which entry? C6H3EuN5O5

---

What is the energy relative to the best compared isomer or geometry (same formula, charge and spin) in the fifth record? 26.0 kJ/mol

---

energy relative to the best compared isomer or geometry (same formula, charge and spin) of number 3 (CF3NOS)? 305.1 kJ/mol